Computed, not measured: a molecular structure, C25H36N3ORhSSeSi, with ωB97M-V with the def2-TZVPD basis set.

Geometry as ORCA input:
```
! RIJCOSX wB97M-V def2-TZVPD def2/J DEFGRID3
* xyz 0 1
Rh -1.104 -1.235 -0.352
C -4.430 -4.196 3.962
C -3.597 -3.288 3.110
C -2.885 -2.225 3.670
C -2.091 -1.474 2.828
N -2.023 -1.751 1.532
C -2.794 -2.759 1.060
S -2.650 -2.816 -0.683
N -3.556 -3.550 1.801
H -4.967 -3.634 4.727
H -3.785 -4.916 4.471
H -5.135 -4.744 3.343
H -2.952 -2.002 4.726
H -1.489 -0.646 3.182
C 1.503 -2.793 -5.379
Si 0.811 -1.112 -4.934
C 2.196 0.153 -4.894
C -0.478 -0.590 -6.185
C 0.055 -1.184 -3.275
C -0.428 -1.221 -2.157
H 2.038 -2.758 -6.333
H 0.700 -3.530 -5.466
H 2.196 -3.142 -4.610
H 2.728 0.189 -5.848
H 2.918 -0.091 -4.110
H 1.801 1.152 -4.687
H -0.037 -0.458 -7.178
H -0.939 0.356 -5.888
H -1.271 -1.339 -6.261
C 0.865 5.235 1.333
C 0.028 4.081 0.851
C 0.084 3.652 -0.468
C -0.698 2.602 -0.942
C -0.646 2.274 -2.409
C -1.551 1.925 -0.047
Se -2.705 0.520 -0.683
C -1.650 2.374 1.285
C -2.608 1.798 2.300
C -0.854 3.436 1.706
H 1.604 5.528 0.587
H 1.392 4.983 2.256
H 0.241 6.106 1.544
H 0.743 4.163 -1.165
H 0.001 2.981 -2.931
H -1.645 2.319 -2.845
H -0.288 1.263 -2.596
H -3.087 0.891 1.944
H -3.395 2.523 2.521
H -2.091 1.596 3.240
H -0.937 3.772 2.737
O 0.937 -1.924 0.694
C 2.032 -1.402 0.534
C 2.227 -0.066 -0.114
C 2.008 0.927 1.057
C 2.790 0.647 2.355
C 2.337 -0.586 3.166
C 2.933 -1.917 2.670
N 3.131 -1.879 1.208
H 1.507 0.103 -0.915
H 3.236 0.032 -0.520
H 0.937 0.934 1.291
H 2.241 1.928 0.700
H 2.673 1.529 2.986
H 3.865 0.580 2.143
H 1.245 -0.644 3.131
H 2.604 -0.453 4.216
H 2.291 -2.757 2.924
H 3.909 -2.100 3.117
H 3.964 -1.364 0.967
*
```

- Molar mass: 636.6 Da
- Electronic energy: -4413.4247 Ha
- Gap between HOMO and LUMO: 6.766 eV

---

Computed, not measured: a molecular structure, C25H37AsN4OPdSi2 at a distorted geometry, with ωB97M-V with the def2-TZVPD basis set.

Geometry as ORCA input:
```
! RIJCOSX wB97M-V def2-TZVPD def2/J DEFGRID3
* xyz -2 1
Pd -0.102 0.285 0.319
C -5.872 0.233 0.623
C -4.971 0.095 -0.433
C -3.617 -0.091 -0.205
C -3.093 -0.189 1.100
C -4.008 0.024 2.153
C -5.365 0.217 1.915
N -1.761 -0.514 1.289
C -1.370 -1.380 2.329
C -2.192 -2.030 3.249
C -1.671 -2.890 4.231
C -0.311 -3.135 4.279
C 0.533 -2.564 3.323
C 0.017 -1.715 2.340
N 0.725 -1.193 1.306
N 2.084 -1.412 1.185
C 2.597 -0.658 0.271
C 3.997 -0.772 -0.087
C 4.526 -0.003 -1.067
C 3.709 0.934 -1.770
C 2.395 1.032 -1.395
N 1.825 0.306 -0.416
H -6.931 0.367 0.441
H -5.336 0.126 -1.454
H -2.926 -0.201 -1.029
H -3.632 0.059 3.166
H -6.034 0.366 2.756
H -3.261 -1.895 3.206
H -2.340 -3.340 4.957
H 0.105 -3.772 5.052
H 1.592 -2.780 3.298
H 4.584 -1.499 0.459
H 5.578 -0.099 -1.319
H 4.097 1.549 -2.571
H 1.742 1.744 -1.878
C -3.730 3.762 0.783
Si -2.519 3.690 -0.644
C -3.508 3.291 -2.204
C -2.030 5.498 -0.928
As -0.561 2.459 -0.684
Si 0.112 2.882 1.524
C 1.863 2.375 1.994
C 0.126 4.770 1.830
C -0.979 2.286 2.938
H -4.548 4.450 0.530
H -3.237 4.128 1.693
H -4.153 2.780 1.004
H -4.208 4.103 -2.446
H -4.075 2.366 -2.085
H -2.821 3.160 -3.047
H -2.919 6.110 -1.138
H -1.343 5.568 -1.780
H -1.515 5.917 -0.057
H 2.573 2.501 1.170
H 1.895 1.326 2.298
H 2.196 2.997 2.839
H 0.691 5.301 1.052
H 0.581 4.990 2.808
H -0.897 5.171 1.836
H -0.799 1.232 3.157
H -2.044 2.396 2.698
H -0.762 2.876 3.839
C -1.558 -1.688 -3.729
C -0.330 -1.217 -2.963
O -0.037 -2.083 -1.886
H -1.895 -0.922 -4.439
H -2.369 -1.889 -3.023
H -1.348 -2.610 -4.278
H -0.483 -0.198 -2.610
H 0.538 -1.193 -3.630
H -0.161 -1.602 -1.056
*
```

- Molar mass: 647.1 Da
- Electronic energy: -4211.8367 Ha
- Gap between HOMO and LUMO: 4.949 eV